(i)
Below is 2 unconnected molecules or ions with the total composition C4H9NO3, with properties calculated with ωB97M-V with the def2-TZVPD basis set.

Summary:
Gap between HOMO and LUMO: 10.3 eV
Lowest unoccupied orbital energy: 0.68 eV
HOMO level: -0.3530 Ha
SMILES string: C/C=N\O.O=CCO
Total charge: 0

Each line ends with the Mulliken charge.
Geometry (Å):
C1 2.228 -0.431 0.291  -1.005
C2 1.549 0.802 0.763  0.190
N1 0.777 1.584 0.124  -0.435
O1 0.520 1.235 -1.217  -0.393
H1 2.308 -0.448 -0.794  0.325
H2 1.654 -1.300 0.617  0.248
H3 3.219 -0.516 0.729  0.355
H4 1.740 1.138 1.774  0.380
H5 -0.090 1.926 -1.517  0.351
O2 -2.997 1.031 0.374  -0.483
C3 -2.033 0.316 0.480  0.115
C4 -1.924 -1.021 -0.299  -0.289
O3 -0.612 -1.393 -0.590  -0.508
H6 -1.273 0.471 1.269  0.300
H7 -2.504 -0.909 -1.229  0.255
H8 -2.381 -1.841 0.265  0.287
H9 -0.182 -0.645 -1.042  0.309

---

(ii)
Below is a molecular structure, C4H9NO3, with properties calculated with ωB97M-V with the def2-TZVPD basis set.

Summary:
Gap between HOMO and LUMO: 8.0 eV
Lowest unoccupied orbital energy: 0.53 eV
HOMO level: -0.2749 Ha
Total charge: 0

Each line ends with the Mulliken charge.
Geometry (Å):
C1 1.177 0.749 -0.294  -0.818
C2 1.278 0.514 -1.781  -1.017
H1 2.104 1.068 -2.240  0.336
H2 1.987 0.284 0.273  0.415
H3 1.113 1.805 -0.032  0.363
H4 0.145 -0.632 0.313  0.271
H5 1.421 -0.544 -2.010  0.286
H6 0.362 0.838 -2.284  0.292
C3 -0.861 -2.343 2.146  0.847
C4 -0.612 0.183 0.367  0.040
N1 -1.568 0.371 -0.605  -0.427
O1 -0.383 -1.645 2.938  -0.425
O2 -1.312 -3.070 1.369  -0.385
O3 -0.883 0.900 1.508  -0.520
H7 -0.261 0.647 2.201  0.332
H8 -1.845 1.333 -0.773  0.209
H9 -1.863 -0.458 -1.095  0.201

---

(iii)
Below is 2 unconnected molecules or ions with the total composition C4H9NO3, with properties calculated with ωB97M-V with the def2-TZVPD basis set.

Summary:
Gap between HOMO and LUMO: 10.6 eV
Lowest unoccupied orbital energy: 0.66 eV
HOMO level: -0.3658 Ha
SMILES string: COC(N)=O.CC=O
Total charge: 0

Each line ends with the Mulliken charge.
Geometry (Å):
C1 -0.595 -1.159 1.279  -0.692
O1 -0.968 0.141 0.841  -0.415
C2 -1.852 0.273 -0.424  0.694
N1 -1.827 -0.795 -1.270  -0.467
O2 -2.634 1.170 -0.425  -0.540
H1 -0.424 -1.109 2.355  0.252
H2 0.371 -1.411 0.831  0.240
H3 -1.286 -1.964 1.029  0.361
H4 -0.935 -1.255 -1.379  0.280
H5 -2.302 -0.606 -2.140  0.262
C3 2.305 0.817 0.236  -1.126
C4 0.948 1.098 -0.334  0.402
O3 0.469 0.354 -1.220  -0.536
H6 2.438 -0.239 0.465  0.275
H7 2.497 1.440 1.110  0.333
H8 3.064 1.074 -0.505  0.340
H9 0.731 2.173 -0.449  0.336

---

Bottom line: (iii), by a margin of 33.6 kJ/mol.

---

(i)
Below is a single C4H9NO3 molecule, with properties calculated with ωB97M-V with the def2-TZVPD basis set.

Summary:
Gap between HOMO and LUMO: 11.3 eV
Lowest unoccupied orbital energy: 0.38 eV
HOMO level: -0.3999 Ha
SMILES string: CC(C)(CO)[N+](=O)[O-]
Total charge: 0

Each line ends with the Mulliken charge.
Geometry (Å):
C1 -1.151 -0.838 0.256  -1.734
C2 0.111 -0.123 0.181  1.144
C3 -0.219 1.311 0.700  -1.537
C4 0.679 0.054 -1.192  -0.763
O1 -0.463 0.548 -2.047  -0.548
N1 1.002 -0.939 1.194  0.883
O2 0.663 -1.029 2.353  -0.564
O3 1.976 -1.509 0.670  -0.573
H1 -1.631 -0.712 1.228  0.424
H2 -1.157 -1.970 0.124  0.331
H3 -1.673 -0.499 -0.553  0.494
H4 -0.850 1.826 0.026  0.410
H5 0.752 1.882 0.950  0.341
H6 -0.705 1.259 1.614  0.477
H7 0.999 -0.948 -1.502  0.358
H8 1.504 0.681 -1.126  0.511
H9 0.162 1.007 -2.874  0.348

---

(ii)
Below is a single C4H9NO3 molecule, with properties calculated with ωB97M-V with the def2-TZVPD basis set.

Summary:
Gap between HOMO and LUMO: 8.3 eV
Lowest unoccupied orbital energy: 0.10 eV
HOMO level: -0.2996 Ha
Total charge: 0

Each line ends with the Mulliken charge.
Geometry (Å):
C1 -0.587 0.435 -0.336  0.758
C2 -1.016 -0.330 0.861  -0.718
C3 2.018 0.620 0.218  -1.142
C4 0.916 -0.274 -0.340  0.841
N1 -1.898 -1.314 0.720  -0.274
O1 -1.200 0.033 -1.507  -0.731
O2 -0.672 1.812 -0.103  -0.541
O3 1.099 -0.946 -1.411  -0.839
H1 -0.498 2.254 -0.944  0.361
H2 -0.458 -0.492 -1.940  0.420
H3 -2.196 -1.520 -0.228  0.258
H4 -2.202 -1.872 1.500  0.231
H5 -0.792 0.051 1.847  0.423
H6 0.617 -0.979 0.648  0.010
H7 2.894 0.013 0.438  0.362
H8 1.696 1.147 1.117  0.298
H9 2.280 1.364 -0.537  0.280

---

Bottom line: (ii), by a margin of 171.6 kJ/mol.

---

(i)
Below is a molecular structure, C4H9NO3, with properties calculated with ωB97M-V with the def2-TZVPD basis set.

Summary:
Gap between HOMO and LUMO (spin up / spin down): 7.8 / 7.8 eV
Lowest unoccupied orbital energy (spin up / spin down): -0.57 / -0.57 eV
HOMO level (spin up / spin down): -0.3086 / -0.3087 Ha
Total charge: 0

Each line ends with the Mulliken charge.
Geometry (Å):
C1 0.469 0.041 -0.331  1.184
C2 -0.092 1.287 -0.035  -0.869
C3 1.780 -0.254 0.407  -1.567
C4 -0.651 -1.431 0.516  0.780
N1 0.580 -0.277 -1.728  -0.762
O1 -1.309 -1.041 1.461  -0.646
O2 -2.137 1.268 0.697  -0.649
O3 -0.366 -2.421 -0.078  -0.470
H1 -1.923 0.420 1.203  0.429
H2 -2.893 1.068 0.133  0.312
H3 0.799 -1.260 -1.839  0.287
H4 -0.286 -0.101 -2.226  0.239
H5 -0.432 1.945 -0.823  0.322
H6 0.146 1.772 0.898  0.270
H7 2.596 0.333 -0.019  0.350
H8 1.692 -0.036 1.471  0.411
H9 2.027 -1.311 0.292  0.379

---

(ii)
Below is 2 unconnected molecules or ions with the total composition C4H9NO3, with properties calculated with ωB97M-V with the def2-TZVPD basis set.

Summary:
Gap between HOMO and LUMO: 9.1 eV
Lowest unoccupied orbital energy: 0.64 eV
HOMO level: -0.3127 Ha
SMILES string: COC(N)=O.C=CO
Total charge: 0

Each line ends with the Mulliken charge.
Geometry (Å):
C1 -1.411 0.522 1.721  -0.582
O1 -0.217 -0.069 2.221  -0.399
C2 0.908 0.203 1.535  0.777
N1 1.973 -0.414 2.083  -0.395
O2 0.956 0.905 0.552  -0.695
H1 -2.163 0.368 2.490  0.237
H2 -1.264 1.588 1.539  0.296
H3 -1.719 0.040 0.792  0.273
H4 2.884 -0.259 1.691  0.238
H5 1.869 -0.950 2.926  0.204
C3 -0.323 -0.752 -3.420  -0.801
C4 -0.209 -0.341 -2.164  0.223
O3 -0.600 0.890 -1.752  -0.523
H6 -0.036 -1.747 -3.702  0.254
H7 -0.733 -0.107 -4.178  0.273
H8 0.209 -0.987 -1.402  0.187
H9 -0.122 1.108 -0.932  0.431

---

(iii)
Below is a single C4H9NO3 molecule, with properties calculated with ωB97M-V with the def2-TZVPD basis set.

Summary:
Gap between HOMO and LUMO: 10.6 eV
Lowest unoccupied orbital energy: 0.71 eV
HOMO level: -0.3620 Ha
SMILES string: N[C@@H](CO)CC(=O)O
Total charge: 0

Each line ends with the Mulliken charge.
Geometry (Å):
N1 1.947 -1.017 -0.127  -0.771
C1 0.863 -0.009 -0.212  0.366
C2 0.273 -0.247 -1.597  -0.772
O1 -1.088 0.082 -1.761  -0.530
C3 -0.114 -0.178 0.955  -0.773
C4 -1.184 0.863 0.998  0.615
O2 -1.361 1.807 0.273  -0.604
O3 -1.943 0.708 2.108  -0.454
H1 1.496 -1.923 -0.140  0.275
H2 2.407 -0.988 0.781  0.268
H3 1.294 0.987 -0.119  0.338
H4 0.350 -1.293 -1.927  0.350
H5 0.961 0.121 -2.377  0.321
H6 -1.190 1.035 -1.766  0.346
H7 0.422 -0.144 1.864  0.383
H8 -0.507 -1.187 0.901  0.303
H9 -2.627 1.383 2.147  0.339

---

Bottom line: (iii), by a margin of 8.0 kJ/mol.

---

(i)
Below is a single C4H9NO3 molecule, with properties calculated with ωB97M-V with the def2-TZVPD basis set.

Summary:
Gap between HOMO and LUMO: 10.1 eV
Lowest unoccupied orbital energy: 0.90 eV
HOMO level: -0.3368 Ha
SMILES string: COCON(C)C=O
Total charge: 0

Each line ends with the Mulliken charge.
Geometry (Å):
C1 -2.905 -0.212 -0.233  -0.677
O1 -1.571 0.087 -0.105  -0.304
C2 -0.665 -0.795 0.399  -0.230
O2 0.354 -0.006 0.890  -0.293
N1 1.360 0.272 0.028  0.222
C3 1.819 1.691 0.005  -0.735
C4 2.153 -0.807 -0.333  0.067
O3 2.135 -1.975 0.038  -0.532
H1 -3.470 0.086 0.657  0.258
H2 -3.191 0.281 -1.238  0.214
H3 -3.112 -1.318 -0.164  0.310
H4 -0.909 -1.274 1.305  0.315
H5 -0.517 -1.531 -0.396  0.351
H6 2.585 1.801 -0.746  0.274
H7 0.928 2.299 -0.189  0.238
H8 2.077 1.835 1.133  0.289
H9 2.930 -0.432 -1.053  0.233

---

(ii)
Below is 2 unconnected molecules or ions with the total composition C4H9NO3, with properties calculated with ωB97M-V with the def2-TZVPD basis set.

Summary:
Gap between HOMO and LUMO: 10.6 eV
Lowest unoccupied orbital energy: 0.68 eV
HOMO level: -0.3662 Ha
SMILES string: NC(=O)C[C@H]1CO1.O
Total charge: 0

Each line ends with the Mulliken charge.
Geometry (Å):
N1 -2.052 0.796 0.703  -0.314
C1 -1.545 1.318 -0.428  0.374
O1 -1.896 2.411 -0.866  -0.646
C2 -0.564 0.441 -1.188  -0.729
C3 0.616 -0.131 -0.436  0.307
C4 1.204 0.478 0.762  -0.262
O2 0.391 -0.684 0.934  -0.608
H1 -2.776 1.296 1.202  0.225
H2 -1.742 -0.107 1.040  0.208
H3 -1.129 -0.394 -1.633  0.304
H4 -0.175 1.037 -2.023  0.331
H5 1.350 -0.573 -1.118  0.272
H6 2.269 0.314 0.954  0.256
H7 0.759 1.388 1.171  0.246
O3 1.607 -2.888 0.209  -0.672
H8 1.228 -2.144 0.818  0.417
H9 2.455 -2.559 -0.100  0.289

---

(iii)
Below is a single C4H9NO3 molecule, with properties calculated with ωB97M-V with the def2-TZVPD basis set.

Summary:
Gap between HOMO and LUMO: 11.1 eV
Lowest unoccupied orbital energy: 0.53 eV
HOMO level: -0.3902 Ha
SMILES string: C[C@@H](O)[C@H](N)C(=O)O
Total charge: 0

Each line ends with the Mulliken charge.
Geometry (Å):
C1 1.290 -0.070 1.121  -1.276
C2 0.891 -0.544 -0.245  0.317
O1 0.638 -2.004 -0.355  -0.581
C3 -0.381 0.169 -0.764  0.202
N1 -0.278 1.716 -0.608  -0.758
C4 -1.513 -0.494 0.022  0.197
O2 -2.135 -1.487 -0.191  -0.596
O3 -1.955 0.272 1.042  -0.501
H1 0.507 -0.197 1.891  0.283
H2 2.106 -0.700 1.419  0.402
H3 1.557 1.070 1.089  0.282
H4 1.753 -0.402 -0.881  0.361
H5 -0.312 -2.252 -0.351  0.405
H6 -0.567 -0.101 -1.862  0.284
H7 0.605 2.008 -0.996  0.268
H8 -0.905 2.016 -1.334  0.254
H9 -1.302 1.002 1.003  0.456

---

Bottom line: (iii), by a margin of 44.2 kJ/mol.

---

(i)
Below is 2 unconnected molecules or ions with the total composition C4H9NO3, with properties calculated with ωB97M-V with the def2-TZVPD basis set.

Summary:
Gap between HOMO and LUMO: 10.2 eV
Lowest unoccupied orbital energy: 0.43 eV
HOMO level: -0.3586 Ha
SMILES string: CC(=O)NCC=O.O
Total charge: 0

Each line ends with the Mulliken charge.
Geometry (Å):
C1 0.019 1.915 -0.459  -1.056
C2 0.506 0.624 -1.053  0.688
O1 0.228 0.290 -2.192  -0.621
N1 1.458 -0.144 -0.390  -0.172
C3 1.854 -0.027 1.004  -0.511
C4 0.757 -0.337 2.031  0.192
O2 0.873 -1.090 2.950  -0.436
H1 0.933 2.403 -0.094  0.314
H2 -0.500 2.499 -1.208  0.302
H3 -0.622 1.904 0.425  0.291
H4 1.943 -0.850 -0.912  0.262
H5 2.683 -0.737 1.080  0.368
H6 2.235 0.944 1.343  0.225
H7 -0.094 0.385 1.926  0.153
O3 -4.558 -1.135 -1.620  -0.648
H8 -3.618 -1.131 -1.850  0.327
H9 -4.634 -1.440 -0.693  0.321

---

(ii)
Below is a single C4H9NO3 molecule, with properties calculated with ωB97M-V with the def2-TZVPD basis set.

Summary:
Gap between HOMO and LUMO: 10.6 eV
Lowest unoccupied orbital energy: 0.22 eV
HOMO level: -0.3802 Ha
SMILES string: CC[C@@H](C)OON=O
Total charge: 0

Each line ends with the Mulliken charge.
Geometry (Å):
C1 0.745 1.708 -0.999  -1.238
C2 0.867 0.800 0.205  -0.616
C3 0.176 -0.563 0.219  0.615
C4 0.603 -1.258 1.452  -1.470
O1 -1.241 -0.478 0.313  -0.211
O2 -1.795 -0.437 -1.035  -0.114
N1 -2.982 -1.138 -0.731  0.337
O3 -3.749 -1.115 -1.615  -0.359
H1 1.186 2.686 -0.745  0.358
H2 1.351 1.355 -1.852  0.301
H3 -0.308 1.878 -1.232  0.309
H4 1.931 0.570 0.339  0.296
H5 0.488 1.349 1.071  0.320
H6 0.530 -1.126 -0.658  0.333
H7 1.693 -1.278 1.467  0.394
H8 0.260 -0.677 2.294  0.387
H9 0.244 -2.274 1.507  0.359

---

Bottom line: (i), by a margin of 473.0 kJ/mol.

---

(i)
Below is 2 unconnected molecules or ions with the total composition C4H9NO3, with properties calculated with ωB97M-V with the def2-TZVPD basis set.

Summary:
Gap between HOMO and LUMO (spin up / spin down): 7.9 / 7.9 eV
Lowest unoccupied orbital energy (spin up / spin down): -0.23 / -0.23 eV
HOMO level (spin up / spin down): -0.2994 / -0.2994 Ha
SMILES string: C/C(O)=C(\C)N=O.O
Total charge: 0

Each line ends with the Mulliken charge.
Geometry (Å):
C1 1.454 -0.034 -1.022  -1.450
C2 0.120 -0.476 -0.520  0.759
O1 -0.060 -1.757 -0.223  -0.380
C3 -0.949 0.403 -0.319  0.634
C4 -0.964 1.783 -0.904  -1.210
N1 -1.828 0.179 0.662  -0.267
O2 -1.936 -0.922 1.241  -0.525
H1 2.026 -0.880 -1.398  0.443
H2 2.018 0.431 -0.212  0.305
H3 1.342 0.697 -1.818  0.332
H4 0.772 -2.201 -0.010  0.357
H5 -0.142 2.388 -0.524  0.263
H6 -1.897 2.266 -0.630  0.382
H7 -0.894 1.743 -1.990  0.345
O3 0.625 -1.113 2.330  -0.623
H8 0.629 -1.304 3.271  0.279
H9 -0.316 -1.201 2.063  0.355

---

(ii)
Below is 2 unconnected molecules or ions with the total composition C4H9NO3, with properties calculated with ωB97M-V with the def2-TZVPD basis set.

Summary:
Gap between HOMO and LUMO: 10.6 eV
Lowest unoccupied orbital energy: 0.74 eV
HOMO level: -0.3615 Ha
SMILES string: C[C@@H](C=O)NC=O.O
Total charge: 0

Each line ends with the Mulliken charge.
Geometry (Å):
C1 0.472 2.253 0.328  -1.473
C2 0.054 0.851 0.770  0.390
C3 -1.470 1.034 0.534  -0.358
O1 -2.344 0.599 1.177  -0.405
N1 0.587 -0.405 0.094  -0.117
C4 1.966 -0.571 -0.295  -0.031
O2 2.279 -1.052 -1.342  -0.503
H1 0.696 2.895 1.147  0.341
H2 -0.065 2.729 -0.339  0.498
H3 1.425 2.244 -0.281  0.365
H4 0.144 0.532 1.885  0.294
H5 -1.836 1.534 -0.336  0.431
H6 -0.042 -0.636 -0.689  0.158
H7 2.697 -0.290 0.448  0.413
O3 -1.369 -2.314 -0.909  -0.667
H8 -0.633 -2.373 -1.566  0.345
H9 -1.160 -3.075 -0.360  0.322

---

(iii)
Below is 2 unconnected molecules or ions with the total composition C4H9NO3, with properties calculated with ωB97M-V with the def2-TZVPD basis set.

Summary:
Gap between HOMO and LUMO: 10.4 eV
Lowest unoccupied orbital energy: 0.52 eV
HOMO level: -0.3613 Ha
SMILES string: CC(=O)NCC=O.O
Total charge: 0

Each line ends with the Mulliken charge.
Geometry (Å):
C1 0.004 0.448 1.233  -0.946
C2 0.929 0.065 0.131  0.457
O1 1.932 0.685 -0.018  -0.586
N1 0.527 -0.994 -0.657  -0.240
C3 -0.403 -1.846 -0.101  -0.436
C4 -0.088 -3.392 -0.385  -0.025
O2 0.823 -3.741 -1.101  -0.465
H1 -0.635 -0.302 1.588  0.470
H2 0.717 0.756 1.995  0.268
H3 -0.549 1.376 1.009  0.193
H4 1.332 -1.433 -1.231  0.296
H5 -0.118 -1.915 0.983  0.300
H6 -1.278 -1.395 -0.523  0.385
H7 -0.883 -4.163 -0.094  0.330
O3 -1.172 5.363 -0.883  -0.667
H8 -0.537 4.666 -0.378  0.336
H9 -0.601 5.821 -1.568  0.332

---

Bottom line: (iii), by a margin of 11.0 kJ/mol.